Run a
Entry from the Open Molecules 2025 dataset: BrF2NS as an isolated structure (ωB97M-V/def2-TZVPD).

As for the gap between HOMO and LUMO (spin up / spin down): 7.536 / 7.621 eV. As for the spin multiplicity: 1.

Atoms and positions in Å:
F -2.13 0.32 0.61
N -0.11 -1.07 -0.07
Br 1.37 -0.10 0.37
F 2.29 1.49 -0.27
S -1.42 -0.64 -0.64

Charges in e, computed with Mulliken, in the same order as the atoms: atom 1 (F): -0.307, atom 2 (N): -0.102, atom 3 (Br): 0.441, atom 4 (F): -0.449, atom 5 (S): 0.418

Run b
Entry from the Open Molecules 2025 dataset: one molecule with the formula BrF2NS (ωB97M-V/def2-TZVPD).

As for the gap between HOMO and LUMO: 9.072 eV. As for the structure (SMILES): N#S(F)(F)Br. As for the spin multiplicity: 1.

Atoms and positions in Å:
N -0.49 -0.89 -1.42
Br -2.85 0.11 0.43
S -0.74 -0.24 -0.18
F 0.18 -0.49 1.16
F -0.50 1.44 0.31

Charges in e, computed with Mulliken, in the same order as the atoms: atom 1 (N): -0.291, atom 2 (Br): 0.071, atom 3 (S): 0.658, atom 4 (F): -0.163, atom 5 (F): -0.275

Stability summary - winner: run b; margin: 0.0310 hartree.